Record 1
Density functional theory data (ωB97M-V with the def2-TZVPD basis set) for a 2-piece molecular cluster, C5H15NO overall.

Computed properties:
SMILES string: CC(C)(C)O.CN
Orbital gap in eV: 10.34
LUMO level in eV: 0.855
Max |F| in eV Å⁻¹: 0.478
ΔE to the lowest compared entry with this formula, charge and spin in kJ/mol: 32.4
HOMO level in hartree: -0.349

Last column: Mulliken charge in e.
Cartesian coordinates (Å):
H  -1.889  -1.671  -0.637  0.3639
O  -0.108  -0.834  1.169  -0.6080
H  -1.380  2.033  -0.027  0.4090
C  -0.567  1.383  0.290  -1.5216
H  3.116  -0.440  0.627  0.2257
H  0.746  -0.689  0.716  0.4160
C  2.637  -0.492  -1.357  -0.7901
H  -0.622  -0.760  -1.459  0.2557
H  2.638  -1.577  -1.393  0.2969
H  3.586  -0.133  -1.780  0.3372
H  -2.609  -1.008  1.705  0.4018
C  -1.087  -0.039  0.531  1.6434
H  2.432  0.948  0.085  0.2098
H  -2.246  -0.072  -1.306  0.3485
H  -2.015  0.497  2.403  0.3891
C  -1.491  -0.675  -0.809  -1.4399
N  2.395  -0.066  0.013  -0.5609
H  0.197  1.384  -0.484  0.2806
H  -0.141  1.781  1.209  0.3791
H  1.821  -0.120  -1.987  0.2505
H  -3.119  0.544  1.018  0.3600
C  -2.293  0.006  1.474  -1.6470


Record 2
Density functional theory data (ωB97M-V with the def2-TZVPD basis set) for a 2-piece molecular cluster, C5H15NO overall in a non-equilibrium geometry.

Computed properties:
SMILES string: CC(C)CCN.O
Orbital gap in eV: 9.57
LUMO level in eV: 0.913
Max |F| in eV Å⁻¹: 1.342
ΔE to the lowest compared entry with this formula, charge and spin in kJ/mol: 86.2
HOMO level in hartree: -0.318

Last column: Mulliken charge in e.
Cartesian coordinates (Å):
H  -1.782  -0.056  -1.028  0.1617
H  0.312  1.527  -1.014  0.3453
C  -2.411  0.471  0.907  -1.3556
H  -3.439  0.307  0.586  0.3040
H  0.120  -2.017  -1.576  0.2678
H  -2.350  1.491  1.299  0.3356
H  2.259  -2.623  -0.773  0.1923
H  -0.331  2.105  0.541  0.3422
N  1.678  -2.117  -0.127  -0.5120
H  -1.050  -1.719  0.507  0.3875
H  3.613  2.029  -0.410  0.3113
C  0.577  -1.407  -0.786  -0.3632
C  -0.392  -0.890  0.250  -1.1856
H  1.039  -0.544  -1.283  0.1936
O  3.222  1.238  -0.027  -0.6383
H  -2.197  -0.122  1.802  0.3724
H  -1.189  2.303  -0.950  0.3562
H  1.416  -2.622  0.702  0.1724
C  -0.581  1.589  -0.386  -1.4487
C  -1.275  0.271  -0.122  0.9981
H  2.645  1.544  0.688  0.3083
H  0.118  -0.758  1.199  0.4545


Record 3
Density functional theory data (ωB97M-V with the def2-TZVPD basis set) for a 2-piece molecular cluster, C5H15NO overall in a non-equilibrium geometry.

Computed properties:
Orbital gap (alpha / beta) in eV: 11.25 / 7.02
LUMO level (alpha / beta) in eV: -2.843 / -7.070
Charge: +1
Max |F| in eV Å⁻¹: 4.292
ΔE to the lowest compared entry with this formula, charge and spin in kJ/mol: 92.7
Spin multiplicity: 2
HOMO level (alpha / beta) in hartree: -0.518 / -0.518

Last column: Löwdin spin population.
Cartesian coordinates (Å):
C  1.308  -1.278  -0.535  0.0594
H  0.802  0.893  -2.256  0.0369
H  2.847  -2.547  -0.204  0.0004
N  0.662  0.027  -0.338  0.6242
C  0.039  0.526  -1.537  0.0618
H  -2.105  1.042  -1.125  0.0006
H  -3.195  0.339  2.961  0.0000
H  0.453  1.687  0.829  0.0071
H  -0.806  2.216  -0.752  -0.0003
H  2.127  1.366  0.109  0.0473
H  -0.174  -0.456  -2.107  0.0077
C  2.387  -1.761  0.408  0.0039
H  1.915  -1.201  -1.472  0.0386
C  -1.152  1.426  -1.442  0.0103
H  -4.068  -0.886  2.318  0.0000
C  1.192  0.951  0.593  0.0764
H  1.465  0.569  1.595  0.0063
H  -1.344  2.007  -2.345  -0.0007
H  2.043  -2.215  1.341  0.0021
H  3.175  -0.992  0.419  0.0003
O  -3.826  0.042  2.306  0.0001
H  0.526  -2.006  -0.799  0.0174


Record 4
Density functional theory data (ωB97M-V with the def2-TZVPD basis set) for C5H15NO2 as an isolated structure in a non-equilibrium geometry.

Computed properties:
Orbital gap (alpha / beta) in eV: 3.65 / 7.33
LUMO level (alpha / beta) in eV: 3.918 / 3.899
Charge: -1
Max |F| in eV Å⁻¹: 5.177
ΔE to the lowest compared entry with this formula, charge and spin in kJ/mol: 421.5
Spin multiplicity: 2
HOMO level (alpha / beta) in hartree: 0.010 / -0.126

Last column: Löwdin spin population.
Cartesian coordinates (Å):
C  0.398  0.131  -0.960  0.0039
H  -1.597  -0.454  -1.384  0.0177
H  -0.440  -1.972  2.759  0.0410
H  0.165  -0.830  1.345  0.0132
H  1.164  1.746  -2.189  0.0007
H  2.343  -0.782  -1.109  0.0008
H  -0.397  2.755  2.154  0.0005
O  0.231  2.391  1.523  0.0006
H  1.023  -1.942  -1.048  0.0040
H  -0.614  1.870  -1.835  0.0001
N  -0.936  -1.433  0.458  0.2706
H  0.386  1.455  1.815  -0.0007
H  1.237  -1.075  -2.574  0.0001
H  1.001  0.471  -0.115  0.0011
H  -1.867  -1.807  0.665  0.0127
H  0.009  0.704  -3.028  0.0009
C  0.225  1.192  -2.053  0.0022
O  0.717  -0.300  2.305  0.0970
H  -1.362  -0.437  2.691  0.0515
C  -0.534  -0.962  2.351  0.4321
C  -1.005  -0.281  -0.445  0.0428
H  -1.478  0.532  0.139  0.0043
C  1.328  -0.973  -1.467  0.0030


Record 5
Density functional theory data (ωB97M-V with the def2-TZVPD basis set) for a 2-piece molecular cluster, C5H15NO2 overall in a non-equilibrium geometry.

Computed properties:
SMILES string: CC(C)(C)ON.CO
Orbital gap in eV: 10.27
LUMO level in eV: 0.697
Max |F| in eV Å⁻¹: 1.122
ΔE to the lowest compared entry with this formula, charge and spin in kJ/mol: 256.1
HOMO level in hartree: -0.352

Last column: Mulliken charge in e.
Cartesian coordinates (Å):
H  0.726  -1.601  0.019  0.2881
H  -0.718  2.093  1.524  0.2535
C  -2.386  -2.045  0.197  -0.5368
C  0.817  0.549  -0.249  1.7935
H  -3.164  -1.566  0.807  0.2524
H  1.126  2.570  -0.955  0.3807
H  -2.737  -3.032  -0.124  0.2599
C  0.915  -0.877  -0.767  -1.6688
O  -0.651  0.824  -0.006  -0.3943
H  1.894  -1.067  -1.193  0.4182
H  -0.825  0.495  1.954  0.2613
H  2.695  0.545  0.767  0.4196
H  1.569  1.735  1.412  0.4260
N  -1.112  1.190  1.267  -0.4717
H  1.366  0.010  1.784  0.4133
H  -1.501  -2.178  0.830  0.1893
C  1.653  0.724  1.013  -1.6671
H  0.591  1.433  -2.194  0.3891
H  2.264  1.387  -1.618  0.4000
C  1.230  1.552  -1.324  -1.7050
H  -1.776  -0.400  -0.671  0.4144
O  -2.098  -1.298  -0.954  -0.5651
H  0.119  -1.043  -1.518  0.4493


Record 6
Density functional theory data (ωB97M-V with the def2-TZVPD basis set) for a 3-piece molecular cluster, C5H15NO2 overall in a non-equilibrium geometry.

Computed properties:
SMILES string: C/C=C/CNC.O.O
Orbital gap in eV: 9.43
LUMO level in eV: 0.730
Max |F| in eV Å⁻¹: 2.422
ΔE to the lowest compared entry with this formula, charge and spin in kJ/mol: 203.4
HOMO level in hartree: -0.320

Last column: Mulliken charge in e.
Cartesian coordinates (Å):
H  -0.450  1.942  -2.829  0.3884
H  -0.600  -1.275  2.207  0.2418
N  -0.672  -0.345  0.300  -0.3101
H  2.056  -2.884  0.688  0.3194
H  1.582  3.225  -3.460  0.3265
C  -0.965  1.030  -0.189  -0.7102
H  -3.232  -4.491  2.984  0.3248
H  -1.830  0.813  -0.829  0.2923
H  0.189  -0.704  -0.090  0.2538
H  -1.415  0.265  2.233  0.3972
H  0.282  0.260  2.215  0.2964
C  1.716  2.548  -2.612  -1.0483
H  0.952  1.948  -0.082  0.2270
O  -2.380  -4.065  3.140  -0.6359
H  1.658  -2.494  -0.737  0.3220
H  -1.291  1.744  0.571  0.3563
O  2.263  -2.287  -0.024  -0.6539
C  0.383  1.972  -2.130  -0.0005
C  -0.581  -0.272  1.775  -0.9104
C  0.220  1.677  -0.849  -0.3524
H  -2.331  -3.335  2.517  0.3146
H  2.227  3.074  -1.812  0.3171
H  2.218  1.652  -2.987  0.2440


Record 7
Density functional theory data (ωB97M-V with the def2-TZVPD basis set) for a 3-piece molecular cluster, C5H15NO2 overall in a non-equilibrium geometry.

Computed properties:
SMILES string: C=CC[C@@H](C)N.O.O
Orbital gap in eV: 9.53
LUMO level in eV: 0.634
Max |F| in eV Å⁻¹: 2.625
ΔE to the lowest compared entry with this formula, charge and spin in kJ/mol: 159.5
HOMO level in hartree: -0.327

Last column: Mulliken charge in e.
Cartesian coordinates (Å):
C  -0.417  -0.982  2.419  -1.3484
N  -0.003  -1.491  0.047  -0.5783
H  -0.198  0.654  -2.836  0.3147
H  -0.080  -0.619  -3.715  0.3226
H  1.696  1.477  -2.280  0.4369
H  1.485  -1.621  1.373  0.2879
H  -0.567  -2.316  0.253  0.2726
O  -2.513  0.844  -0.501  -0.5781
H  0.558  2.229  -1.210  0.3565
C  1.126  0.475  1.050  -0.7009
H  0.029  -0.686  3.382  0.3547
H  1.930  0.657  1.751  0.3432
C  1.682  0.612  -0.331  0.1468
H  -0.763  -1.967  2.769  0.4197
H  -0.624  -0.810  -0.384  0.1703
H  2.395  -0.181  -0.566  0.2683
H  -3.301  1.047  0.050  0.2862
H  -1.328  -0.447  2.159  0.2683
C  1.322  1.453  -1.255  -1.2268
H  0.210  1.060  1.163  0.3398
C  0.603  -0.979  1.300  0.2057
O  -0.698  0.074  -3.453  -0.6591
H  -2.544  1.517  -1.186  0.2974


Record 8
Density functional theory data (ωB97M-V with the def2-TZVPD basis set) for a 3-piece molecular cluster, C5H15NO2 overall in a non-equilibrium geometry.

Computed properties:
SMILES string: C[C@@H]1CCCN1.O.O
Orbital gap in eV: 9.29
LUMO level in eV: 0.616
Max |F| in eV Å⁻¹: 2.663
ΔE to the lowest compared entry with this formula, charge and spin in kJ/mol: 164.1
HOMO level in hartree: -0.319

Last column: Mulliken charge in e.
Cartesian coordinates (Å):
H  -3.568  -1.846  2.621  0.3306
H  1.730  -1.249  -1.155  0.3429
H  0.167  2.130  -2.055  0.2785
O  -3.459  -1.890  1.662  -0.6574
H  1.301  3.870  0.249  0.3874
C  0.686  1.891  -0.055  0.2985
H  -3.793  -4.596  0.830  0.3258
H  0.094  -0.584  -1.303  0.2233
N  0.998  2.012  -1.485  -0.4446
H  1.261  2.977  1.728  0.4158
H  2.605  2.882  0.367  0.3187
C  1.018  0.348  0.364  -0.9130
O  -3.290  -5.440  0.746  -0.6369
C  1.560  2.883  0.701  -1.5084
H  -0.350  2.255  0.209  0.3017
C  1.165  -0.315  -0.997  -0.3379
H  -3.848  -5.895  0.101  0.3209
H  2.791  0.973  -1.435  0.2063
H  1.806  0.595  1.059  0.3572
H  -2.732  -2.521  1.591  0.3155
C  1.757  0.782  -1.819  -0.6821
H  0.210  -0.044  0.969  0.3174
H  1.890  0.782  -2.894  0.4397


Record 9
Density functional theory data (ωB97M-V with the def2-TZVPD basis set) for a 3-piece molecular cluster, C5H15NO2 overall in a non-equilibrium geometry.

Computed properties:
Orbital gap (alpha / beta) in eV: 11.11 / 6.13
LUMO level (alpha / beta) in eV: -2.764 / -7.751
Charge: +1
Max |F| in eV Å⁻¹: 3.748
ΔE to the lowest compared entry with this formula, charge and spin in kJ/mol: 148.3
Spin multiplicity: 2
HOMO level (alpha / beta) in hartree: -0.510 / -0.510

Last column: Löwdin spin population.
Cartesian coordinates (Å):
N  -0.926  -0.835  -0.380  0.6539
C  0.392  0.483  1.125  0.0454
H  3.987  2.905  -2.643  0.0000
H  -4.980  0.260  1.337  0.0000
C  -0.175  -0.642  -1.629  0.0699
C  -0.224  -1.814  0.444  0.0506
H  -0.502  0.127  -2.330  0.0013
C  0.862  -1.009  1.225  0.0491
H  -0.905  -2.185  1.217  0.0152
H  0.203  -2.599  -0.173  -0.0006
C  -1.008  0.390  0.415  0.0492
H  0.886  -0.481  -1.427  0.0348
H  1.100  0.948  0.429  0.0028
H  0.450  1.065  2.031  0.0026
O  4.764  2.362  -2.534  0.0000
H  1.816  -1.261  0.791  0.0044
H  -1.819  0.342  1.141  0.0113
H  -0.141  -1.557  -2.234  0.0085
H  0.891  -1.242  2.272  0.0016
H  5.054  2.193  -3.437  0.0000
H  -0.982  1.287  -0.237  -0.0005
O  -4.430  0.184  2.127  0.0005
H  -4.314  1.078  2.472  0.0000


Record 10
Density functional theory data (ωB97M-V with the def2-TZVPD basis set) for a 3-piece molecular cluster, C5H15NO4 overall in a non-equilibrium geometry.

Computed properties:
SMILES string: CC[C@@H](C=O)NCO.O.O
Orbital gap in eV: 10.00
LUMO level in eV: 0.680
Max |F| in eV Å⁻¹: 1.122
ΔE to the lowest compared entry with this formula, charge and spin in kJ/mol: 111.3
HOMO level in hartree: -0.342

Last column: Mulliken charge in e.
Cartesian coordinates (Å):
O  1.537  -2.408  -1.029  -0.5110
H  -0.463  1.952  -1.768  0.3691
H  -0.084  1.990  2.795  0.3268
H  0.445  0.727  0.218  0.2138
H  -1.025  -1.753  -0.935  0.2745
H  -1.416  0.554  -2.226  0.3321
H  0.799  -0.398  -2.465  0.2841
N  1.125  -0.117  -1.552  -0.3694
H  -2.658  0.658  -0.034  0.3181
H  0.715  -1.206  2.117  0.3324
H  1.786  -2.885  -1.808  0.3142
H  2.966  -1.034  -1.647  0.3608
C  -2.143  1.523  -0.452  -1.0568
H  -1.829  2.160  0.382  0.2173
H  2.298  -0.863  0.023  0.3431
C  2.068  -1.084  -1.016  -0.4987
C  -0.993  1.088  -1.364  -0.7374
H  -2.871  2.100  -1.018  0.3703
C  0.025  0.196  -0.640  0.4656
H  -0.843  0.693  2.665  0.3422
C  -0.707  -1.051  -0.148  -0.1610
O  1.492  -0.717  2.470  -0.6873
O  -0.357  1.224  3.297  -0.6859
H  1.066  -0.101  3.110  0.3915
O  -0.933  -1.249  1.027  -0.5485


Record 11
Density functional theory data (ωB97M-V with the def2-TZVPD basis set) for a 2-piece molecular cluster, C5H15NO4P overall in a non-equilibrium geometry.

Computed properties:
Orbital gap in eV: 5.55
LUMO level in eV: 2.486
Charge: -1
Max |F| in eV Å⁻¹: 3.094
HOMO level in hartree: -0.113

Last column: Mulliken charge in e.
Cartesian coordinates (Å):
C  1.140  -0.941  -2.831  -0.3666
P  -2.617  0.371  1.693  -0.2560
H  1.476  -1.978  -2.736  0.2972
C  1.337  -0.594  2.017  -0.9686
H  -0.180  -0.147  0.374  -0.0287
H  2.349  -0.103  1.675  0.1696
C  2.042  -0.130  -3.704  -0.3515
H  0.102  -0.933  -3.180  0.2806
N  -0.987  0.463  2.409  -0.5691
O  1.565  1.913  -1.018  -0.5019
H  1.717  -0.126  -4.748  0.2936
H  -2.223  -0.751  0.835  -0.1402
H  3.083  -0.465  -3.656  0.2555
C  0.119  0.362  1.384  0.1892
H  -3.373  -1.633  2.283  0.2896
O  -3.132  -0.839  2.865  -0.7070
O  1.954  1.168  -3.146  -0.3312
H  1.217  -0.667  3.179  0.3795
H  -3.914  0.314  1.005  0.0905
H  0.572  1.425  1.107  0.1731
C  1.574  1.014  -1.843  0.5406
H  -3.144  1.435  2.540  -0.0713
H  1.237  -1.673  1.537  0.1526
H  -2.207  1.356  0.725  0.0583
O  1.208  -0.275  -1.584  -0.1924
H  -0.917  1.434  2.817  0.3146


Record 12
Density functional theory data (ωB97M-V with the def2-TZVPD basis set) for an isolated ion of composition C5H15NP and charge +1 in a non-equilibrium geometry.

Computed properties:
SMILES string: CP[C@@H]([NH3+])C(C)C
Orbital gap in eV: 9.81
LUMO level in eV: -3.552
Charge: +1
Max |F| in eV Å⁻¹: 3.186
ΔE to the lowest compared entry with this formula, charge and spin in kJ/mol: 104.8
HOMO level in hartree: -0.491

Last column: Mulliken charge in e.
Cartesian coordinates (Å):
C  -0.338  -0.553  0.420  -0.1104
H  -2.410  1.253  1.499  0.2900
H  -0.573  -0.532  1.439  0.5452
H  -0.224  1.118  -1.909  0.3041
H  0.461  1.539  0.338  0.2933
C  -2.724  1.140  0.364  -0.9275
H  0.235  -2.776  0.655  0.3397
C  0.847  0.702  -1.582  -1.2286
H  2.392  -0.821  0.720  0.3460
H  -0.299  -2.245  -0.919  0.4599
H  3.025  0.742  0.002  0.3307
H  1.207  -1.572  -0.354  0.3102
C  2.158  0.233  0.602  -1.1358
N  0.250  -1.916  -0.002  -0.4034
H  2.144  0.688  1.666  0.3249
C  0.711  0.492  -0.069  -0.2098
H  -2.410  2.064  -0.133  0.3154
H  -2.612  -1.295  0.661  0.0735
H  -3.811  1.117  0.331  0.3659
H  1.129  -0.104  -2.275  0.2829
H  1.569  1.554  -1.766  0.4140
P  -2.039  -0.459  -0.368  0.0199


> Among the records above, which one has the lowest max |F|?

number 1